7
Properties=species:S:1:pos:R:3 method="wB97M-V/def2-TZVPD" lumo_ev="3.56 / 3.21" multiplicity=2 charge=-1
H -1.19 -1.45 0.24
C -0.33 -0.79 0.00
C 0.19 -0.26 -1.07
H -0.21 -0.46 -2.07
O -0.29 0.24 1.33
O 0.97 0.90 1.61
Zn 0.86 1.83 -0.04